1.
{"formula": "C2H12N5", "method": "wB97M-V/def2-TZVPD", "total_charge": 1, "homo_energy_ev": -12.87, "lumo_energy_ha": -0.1125, "energy_ev": -9713.797, "relative_energy_ev": 0.5069, "spin_multiplicity": 1, "species": ["N", "C", "N", "H", "H", "H", "H", "H", "H", "N", "C", "N", "N", "H", "H", "H", "H", "H", "H"], "xyz": [[-2.0515, 0.5672, -2.4504], [-1.8703, 0.0806, -1.0976], [-0.7890, -0.9231, -0.8539], [-1.1890, 0.9355, -2.8358], [-2.4205, -0.1615, -3.0760], [-1.6599, 0.8955, -0.4006], [-2.8251, -0.3843, -0.7509], [-1.2138, -1.8127, -1.1188], [-0.0394, -0.8206, -1.5616], [2.5123, 0.7476, 2.0475], [1.4046, 0.1433, 1.4896], [0.1332, 0.5600, 1.8201], [1.5858, -0.9918, 0.7424], [3.3984, 0.6471, 1.5455], [2.3242, 1.6808, 2.4212], [0.0625, 1.5789, 1.9546], [-0.5961, 0.1420, 1.2302], [2.4841, -1.4720, 0.5867], [0.7495, -1.4125, 0.3081]], "atomic_forces_ev_per_a": [[0.0, -0.7, 0.3], [-0.5, -0.2, 0.1], [-0.2, -0.7, -0.9], [-0.1, 0.0, -0.1], [0.3, 0.5, 0.4], [-0.2, 0.4, -0.4], [0.7, 0.4, -0.3], [0.3, -0.1, 0.2], [-0.6, 0.3, 0.4], [-1.6, 0.2, -1.1], [0.9, -1.7, 0.0], [1.7, 0.3, -1.1], [-0.3, 1.1, 0.8], [-0.5, 0.0, 0.4], [0.4, -0.5, 0.0], [-0.2, -0.9, 0.1], [0.3, 0.1, 0.4], [-0.7, 0.8, 0.5], [0.3, 0.5, 0.3]], "lowdin_charge": [0.01, -0.35, -0.05, 0.07, 0.09, 0.08, 0.13, 0.08, 0.09, 0.18, -0.40, 0.19, 0.17, 0.13, 0.13, 0.14, 0.09, 0.14, 0.08]}

2.
{"formula": "C2H12NO2S", "method": "wB97M-V/def2-TZVPD", "total_charge": 1, "homo_energy_ev": -13.03, "lumo_energy_ha": -0.1274, "energy_ev": -18680.860, "relative_energy_ev": 2.3663, "spin_multiplicity": 1, "species": ["C", "C", "S", "N", "H", "H", "H", "H", "H", "H", "H", "H", "H", "H", "O", "H", "H", "O"], "xyz": [[-0.1432, 0.3213, 0.1804], [-1.0351, -0.7606, -0.3388], [-0.1845, -1.5745, -1.7731], [0.8989, -0.0714, 1.3605], [-0.7498, 1.1458, 0.6476], [0.5218, 0.6826, -0.6440], [-2.1879, -0.6051, -0.4533], [-1.2299, -1.6716, 0.3716], [-0.3994, -1.0779, -3.0636], [1.0946, 0.7534, 1.9795], [1.8615, -0.3120, 0.9453], [0.5691, -0.9012, 1.9808], [2.2925, -2.8698, 1.8289], [2.2806, -2.5976, 0.5342], [2.4951, -2.1194, 1.3021], [-2.0725, 3.8569, -0.8334], [-2.2290, 4.2160, -2.2866], [-1.7827, 3.5850, -1.7383]], "atomic_forces_ev_per_a": [[0.4, 1.9, 1.5], [-2.2, -2.8, -0.1], [0.2, -1.0, -0.4], [0.0, -0.3, -0.3], [0.7, -0.7, -0.6], [-0.8, 0.0, 1.0], [2.3, 0.9, -0.3], [1.2, 1.4, -1.0], [-0.5, 0.4, 1.6], [-0.6, -0.8, -0.7], [-1.9, -0.2, 0.9], [0.9, 1.8, -1.5], [0.2, -0.8, 2.3], [-0.1, -0.3, -2.9], [0.3, 0.5, 0.6], [0.4, -0.4, -1.1], [-0.3, 0.5, -0.7], [-0.1, -0.2, 1.8]], "lowdin_charge": [-0.22, -0.55, 0.67, 0.14, 0.13, 0.11, 0.13, 0.10, -0.10, 0.17, 0.15, 0.18, 0.06, 0.04, -0.01, 0.05, 0.02, -0.07]}